Computed, not measured: C37H51I2O2Se2Ta as an isolated structure in a non-equilibrium geometry, with wB97M-V/def2-TZVPD.

Net charge ... +2
M ... 1120.49 u
Energy relative to the best compared isomer or geometry (same formula, charge and spin) ... 15.3 kJ/mol
Gap between HOMO and LUMO ... 5.92 eV
F_max ... 1.06 eV/Å
Multiplicity ... 1
DFT total energy ... -7045.7752 hartree

```
95
C37H51I2O2Se2Ta, DFT wB97M-V/def2-TZVPD
Ta -1.701 0.515 1.523
I -3.781 5.070 3.255
I -3.612 2.409 3.270
Se -2.852 -0.632 3.412
Se 0.910 0.448 2.140
O -1.065 2.175 1.012
O -1.156 -1.049 0.732
C -0.519 -5.050 -0.641
C 1.273 2.035 1.104
C 0.169 2.743 0.630
C -4.417 -0.035 0.557
C 4.017 -2.503 -1.173
C 4.913 2.840 -0.984
C 0.077 -1.582 0.295
C 2.560 2.432 0.857
C 1.499 -2.928 -0.985
C 2.460 -1.190 0.336
C 1.644 4.225 -0.420
C -0.799 4.767 -0.731
C 4.226 5.227 -1.181
C -4.193 -3.075 2.935
C -2.218 4.300 -0.408
C 2.624 -2.213 -0.612
C -3.409 -3.665 4.080
C -4.663 -1.343 1.260
C -5.232 -3.819 2.386
C -0.925 -3.617 -1.021
C 4.987 -2.794 -0.019
C -0.618 6.179 -0.152
C -5.693 -2.130 0.767
C -7.165 -4.179 0.823
C 4.921 4.331 1.036
C -2.294 -3.343 -0.403
C 4.013 -3.699 -2.124
C 4.488 -1.259 -1.941
C 2.765 3.560 0.049
C -6.011 -3.359 1.334
C -0.652 4.809 -2.258
C 0.306 3.870 -0.149
C 1.195 -0.888 0.759
C 4.193 3.998 -0.274
C 0.188 -2.671 -0.541
C -3.950 -1.817 2.380
C -1.052 -3.501 -2.547
H -7.901 -4.330 1.614
H -2.567 -3.052 4.393
H -6.267 -1.777 -0.083
H -3.014 -4.640 3.792
H -1.813 -4.196 -2.908
H -5.445 -4.795 2.812
H 5.912 3.155 -1.287
H -1.329 -5.735 -0.900
H 4.657 -3.653 0.569
H 4.370 2.525 -1.879
H 5.098 -1.941 0.655
H -2.923 5.022 -0.822
H 5.026 -3.865 -2.492
H 5.483 -1.433 -2.355
H -0.329 -5.136 0.431
H 1.624 -3.753 -1.671
H 0.300 6.652 -0.503
H -7.662 -3.694 -0.015
H -6.829 -5.165 0.501
H -2.444 3.331 -0.858
H -1.348 -2.491 -2.843
H 0.371 -5.386 -1.173
H 5.030 1.973 -0.328
H -3.352 0.063 0.225
H -1.453 6.812 -0.459
H 3.742 5.040 -2.143
H 5.263 5.493 -1.384
H -4.052 -3.817 4.948
H -0.810 3.820 -2.696
H -2.708 -2.388 -0.729
H -0.117 -3.740 -3.055
H 0.328 5.165 -2.574
H 4.545 -0.381 -1.293
H -0.591 6.157 0.940
H 4.978 3.469 1.706
H 1.795 5.096 -1.041
H -2.985 -4.120 -0.733
H 5.944 4.645 0.820
H -4.743 0.839 1.126
H 3.398 1.891 1.277
H -2.268 -3.365 0.688
H -4.919 -0.001 -0.408
H 3.692 -4.618 -1.626
H 3.374 -3.530 -2.994
H -1.398 5.486 -2.678
H 5.975 -3.020 -0.421
H 4.424 5.144 1.568
H 3.753 6.094 -0.713
H 3.319 -0.662 0.731
H 3.813 -1.027 -2.768
H -2.400 4.245 0.665
```

Results of the Mulliken charge analysis, in e, for atoms 1 through 6: number 1, Ta, carries -0.09; number 2, I, carries -0.05; number 3, I, carries 0.40; number 4, Se, carries -0.01; number 5, Se, carries 0.15; number 6, O, carries -0.75

=====

Computed, not measured: C37H52B2CrN8O2SbSi3 as an isolated structure in a non-equilibrium geometry, with wB97M-V/def2-TZVPD.

Net charge ... 0
⟨S²⟩ ... 0.78
M ... 920.51 u
Gap between HOMO and LUMO (alpha / beta) ... 7.71 / 8.01 eV
F_max ... 1.57 eV/Å
Multiplicity ... 2
DFT total energy ... -4232.5432 hartree

```
106
C37H52B2CrN8O2SbSi3, DFT wB97M-V/def2-TZVPD
Sb 1.714 0.102 -1.633
Cr -0.912 0.947 0.347
Si 0.708 -2.394 -3.297
Si 2.303 0.966 1.780
Si 2.631 -3.177 -0.910
O -2.893 -1.269 -1.128
O -3.508 -0.292 0.827
N -2.667 2.247 0.216
N -1.063 1.261 2.671
N -0.278 2.950 0.308
N -0.333 -1.379 0.421
N -2.826 3.231 1.110
N -0.573 3.752 -0.985
N -1.490 2.472 3.097
N -0.387 3.790 1.390
C 1.071 2.585 -0.189
C -1.179 1.304 4.933
C 3.886 0.013 -1.558
C -1.559 2.529 4.433
C -4.783 -2.873 -1.245
C 1.788 4.211 -1.522
C 0.660 3.168 -1.590
C 0.455 -4.215 -3.730
C 1.188 -2.052 -1.459
C 3.369 -2.598 0.715
C 1.161 5.508 -0.958
C -4.587 3.311 -0.227
C 1.966 -0.590 2.801
C -5.933 -3.273 -0.562
C -5.550 -1.647 1.201
C -1.152 -1.810 1.409
C -1.480 -3.935 0.438
C -0.310 5.151 -0.610
C -3.715 2.288 -0.603
C 1.262 1.127 0.206
C 2.168 -4.978 -0.581
C 1.569 5.097 0.491
C -1.733 -3.052 1.477
C -0.576 -3.557 -0.524
C 0.046 -2.294 -0.503
C -4.416 -1.264 0.520
C 2.053 -1.807 -4.483
C 2.118 3.744 -0.070
C -6.309 -2.672 0.634
C -0.870 0.556 3.794
C -4.046 -1.861 -0.675
C 4.180 0.992 1.490
C -0.857 -1.469 -3.747
C 3.977 -3.289 -2.222
C -3.981 3.878 0.878
C 0.083 5.055 0.915
C 2.083 2.390 2.994
B -2.526 -0.281 -0.204
B -1.714 3.627 2.115
H -3.804 1.582 -1.417
H 4.436 -2.840 0.756
H -1.140 -1.689 -4.782
H 1.427 -0.311 3.710
H 2.544 3.322 2.647
H 1.254 -4.851 -3.338
H -1.120 5.811 -0.911
H 1.376 -1.329 2.264
H -1.384 -1.074 2.146
H -0.310 -4.244 -1.314
H 4.278 -0.748 -0.888
H -4.283 4.703 1.504
H -5.524 3.585 -0.683
H 4.498 1.811 0.836
H 4.575 0.062 1.071
H 1.035 2.600 3.199
H 1.379 6.477 -1.398
H -7.212 -3.001 1.134
H 2.262 5.666 1.108
H -0.221 5.886 1.546
H 4.661 1.145 2.462
H 2.882 -3.099 1.556
H 2.906 -1.063 3.103
H -1.872 3.431 4.935
H -0.714 -0.389 -3.657
H 3.120 3.459 0.242
H 2.217 -0.728 -4.412
H -1.108 0.995 5.963
H 3.011 -2.308 -4.324
H 1.728 -2.027 -5.505
H 4.243 -0.171 -2.574
H 2.566 2.110 3.939
H -1.688 -1.747 -3.098
H -4.483 -3.336 -2.177
H 4.862 -3.750 -1.769
H 3.664 -3.925 -3.057
H -0.503 -4.607 -3.375
H -6.545 -4.064 -0.977
H 4.233 0.996 -1.241
H 2.517 4.258 -2.328
H -2.403 -3.294 2.291
H 0.463 -4.310 -4.820
H -1.972 -4.898 0.391
H 1.747 -5.494 -1.450
H 3.086 -5.505 -0.299
H 1.462 -5.079 0.247
H -5.834 -1.166 2.129
H -2.040 4.629 2.696
H -0.507 -0.456 3.775
H 0.473 2.599 -2.493
H 4.275 -2.319 -2.624
H 3.256 -1.524 0.862
```

Results of the Mulliken charge analysis, in e, for atoms 1 through 6: number 1, Sb, carries 0.13; number 2, Cr, carries -0.74; number 3, Si, carries 0.80; number 4, Si, carries 0.79; number 5, Si, carries 0.25; number 6, O, carries 0.03